16 unconnected molecules or ions with the total composition C54H151N11O16 in a non-equilibrium geometry, computed with wB97M-V/def2-TZVPD.

Frontier orbital gap (eV): 9.06
2S+1: 1
HOMO (Ha): -0.3165
Energy relative to the best compared isomer or geometry (same formula, charge and spin) (kJ/mol): 303.3

Each line ends with the Mulliken charge.
Positions of all 232 atoms, in Å:
C -6.50 0.76 6.00  -1.384
C -5.71 0.90 4.64  0.144
O -4.42 0.61 4.93  -0.463
H -7.55 1.05 5.97  0.378
H -6.03 1.33 6.81  0.310
H -6.36 -0.24 6.41  0.314
H -5.93 1.87 4.20  0.201
H -6.12 0.11 4.00  0.243
H -4.14 -0.12 4.36  0.108
C -2.16 -2.28 4.35  -0.200
C -3.02 -1.93 3.15  0.102
O -4.39 -2.14 3.31  -0.554
H -2.29 -1.49 5.10  0.047
H -1.13 -2.32 4.02  -0.106
H -2.37 -3.25 4.81  0.409
H -2.62 -2.50 2.31  0.127
H -2.86 -0.87 2.94  0.006
H -4.75 -2.74 2.65  0.320
C -0.85 0.45 -0.06  2.753
C 0.37 -0.46 0.17  -0.357
O -0.01 -1.65 0.79  0.063
H -0.43 1.34 -0.52  -1.492
H -1.57 0.61 0.74  -0.531
H -1.34 -0.04 -0.90  -0.314
H 1.14 0.13 0.65  0.712
H 0.84 -0.65 -0.80  -0.348
H -0.64 -2.04 0.18  -0.327
C -4.42 1.13 1.16  -0.459
C -4.68 2.63 0.83  0.747
O -5.51 2.76 -0.32  -0.657
H -3.99 1.01 2.15  -0.074
H -3.74 0.60 0.49  -0.186
H -5.38 0.62 1.30  0.539
H -3.74 3.10 0.55  -0.626
H -5.13 3.18 1.65  0.371
H -5.62 3.70 -0.42  0.478
C 0.09 -7.90 0.11  -0.411
C 0.80 -8.93 1.05  -0.516
O 2.20 -8.62 1.13  -0.503
H -0.99 -8.00 0.01  0.321
H 0.46 -8.05 -0.91  0.282
H 0.24 -6.94 0.61  -0.064
H 0.63 -9.95 0.70  0.338
H 0.45 -8.88 2.08  0.307
H 2.57 -8.77 0.25  0.284
C -2.69 2.34 -3.35  -0.298
C -1.36 2.78 -3.90  0.533
C -1.20 4.35 -3.95  -0.441
O -2.06 4.87 -5.04  -0.416
C -2.05 6.26 -5.15  -0.643
N -0.32 2.24 -3.10  0.667
H -3.49 2.53 -4.06  0.628
H -2.93 2.87 -2.43  -0.280
H -2.70 1.29 -3.06  -0.640
H -1.21 2.38 -4.90  0.203
H -0.14 4.53 -4.14  0.621
H -1.54 4.65 -2.96  0.039
H -2.69 6.57 -5.97  0.286
H -1.05 6.63 -5.36  0.300
H -2.45 6.72 -4.25  0.162
H -0.54 2.13 -2.12  -1.155
H 0.34 2.99 -2.91  -0.015
C 0.14 0.41 6.05  -0.977
C 0.67 1.44 7.09  0.640
C 1.25 2.67 6.35  -1.122
O 2.16 2.37 5.35  -0.119
C 2.70 3.45 4.67  -1.076
N -0.40 2.01 7.87  -0.843
H -0.49 0.83 5.26  0.234
H -0.46 -0.40 6.47  0.452
H 0.97 -0.07 5.52  0.042
H 1.45 1.07 7.75  0.310
H 1.55 3.46 7.05  0.387
H 0.45 3.16 5.80  0.177
H 3.43 3.86 5.37  0.434
H 2.15 4.37 4.49  0.473
H 3.22 3.27 3.73  0.272
H -0.79 1.25 8.40  0.297
H -1.22 2.10 7.29  0.286
C 4.09 2.49 -2.31  -1.396
C 4.53 3.96 -2.09  1.013
C 5.97 4.21 -2.53  -1.096
O 6.32 5.55 -2.55  -0.312
C 7.44 5.68 -3.47  -0.813
N 3.64 4.82 -2.86  -0.607
H 4.86 1.87 -1.84  0.481
H 4.15 2.14 -3.35  0.430
H 3.11 2.18 -1.96  0.034
H 4.44 4.30 -1.06  -0.154
H 6.12 3.61 -3.42  0.442
H 6.61 3.72 -1.79  0.421
H 8.36 5.37 -2.97  0.328
H 7.64 6.73 -3.66  0.288
H 7.43 5.19 -4.44  0.330
H 3.70 5.73 -2.44  0.253
H 3.79 4.89 -3.86  0.195
C -0.39 -4.05 -1.14  -1.265
C -1.78 -3.69 -1.64  1.562
C -2.91 -4.67 -1.25  -1.126
O -2.74 -5.87 -1.85  -0.341
C -3.91 -6.67 -1.68  -0.924
N -2.05 -2.35 -1.23  0.678
H 0.41 -3.43 -1.55  0.092
H -0.10 -5.08 -1.33  0.402
H -0.26 -4.13 -0.06  0.071
H -1.68 -3.68 -2.72  -0.282
H -3.90 -4.25 -1.42  0.633
H -2.89 -4.66 -0.16  0.448
H -4.33 -6.84 -0.68  0.346
H -3.76 -7.67 -2.10  0.306
H -4.73 -6.32 -2.30  0.384
H -2.93 -2.00 -1.59  -0.526
H -1.36 -1.87 -1.80  -0.286
C 5.22 -7.32 -5.56  -1.377
C 3.84 -6.61 -5.70  0.317
C 3.61 -5.71 -4.48  -0.322
O 3.38 -6.46 -3.31  -0.384
C 3.02 -5.63 -2.23  -0.347
N 3.69 -5.89 -6.97  -0.750
H 5.24 -8.31 -6.02  0.406
H 5.33 -7.61 -4.52  0.297
H 6.08 -6.78 -5.95  0.341
H 3.01 -7.32 -5.65  0.349
H 2.70 -5.15 -4.66  0.110
H 4.42 -4.99 -4.40  0.247
H 3.05 -6.26 -1.34  0.312
H 2.03 -5.16 -2.20  -0.011
H 3.76 -4.84 -2.14  0.356
H 3.63 -6.61 -7.68  0.283
H 2.70 -5.67 -6.89  0.280
C -3.21 -3.21 -5.70  -1.342
C -4.35 -2.22 -5.82  0.394
C -4.50 -1.10 -4.82  -0.051
O -4.78 -1.67 -3.49  -0.371
C -4.79 -0.81 -2.37  -0.731
N -4.34 -1.78 -7.18  -0.781
H -3.21 -4.03 -6.42  0.468
H -3.27 -3.81 -4.79  0.051
H -2.25 -2.70 -5.77  0.367
H -5.17 -2.92 -5.68  0.226
H -5.33 -0.43 -5.03  0.379
H -3.56 -0.55 -4.74  -0.158
H -3.88 -0.23 -2.49  0.055
H -4.76 -1.46 -1.50  0.382
H -5.65 -0.15 -2.46  0.485
H -3.72 -0.98 -7.19  0.298
H -3.75 -2.49 -7.58  0.369
C -3.33 5.93 -0.93  -0.706
C -4.57 6.25 0.04  0.429
C -4.93 7.73 0.25  -1.034
O -5.85 7.75 1.31  -0.314
C -6.33 9.02 1.67  -0.799
N -5.69 5.55 -0.53  -0.582
H -3.05 4.88 -0.85  -0.396
H -2.49 6.57 -0.66  0.467
H -3.58 6.08 -1.98  0.338
H -4.36 5.86 1.04  0.247
H -5.20 8.27 -0.66  0.422
H -4.00 8.17 0.61  0.421
H -6.84 8.80 2.61  0.245
H -6.87 9.44 0.82  0.317
H -5.59 9.75 1.98  0.318
H -5.92 5.96 -1.42  0.273
H -6.43 5.97 0.02  0.246
C 0.65 -0.49 -5.60  -1.388
C 0.83 -1.33 -4.29  0.488
C 2.09 -0.81 -3.52  -0.282
O 3.35 -0.70 -4.22  -0.426
C 3.90 -1.88 -4.82  -0.696
N -0.38 -1.10 -3.52  0.943
H 0.20 0.48 -5.37  0.165
H -0.22 -0.72 -6.21  0.398
H 1.50 -0.38 -6.27  0.344
H 0.98 -2.38 -4.55  0.367
H 2.31 -1.46 -2.68  0.417
H 1.93 0.16 -3.04  -0.132
H 3.87 -2.61 -4.01  0.219
H 4.95 -1.74 -5.10  0.329
H 3.34 -2.16 -5.72  0.263
H -1.16 -1.21 -4.14  -0.467
H -0.19 -0.12 -3.37  -0.695
C 2.14 4.96 0.64  -1.432
C 0.97 4.21 -0.02  1.236
C -0.37 4.51 0.72  -0.301
O -0.51 4.45 2.09  -0.497
C -0.75 3.10 2.64  -0.171
N 0.93 4.57 -1.43  0.101
H 2.26 5.83 0.00  0.332
H 3.06 4.38 0.71  0.134
H 1.97 5.22 1.68  0.370
H 1.23 3.17 0.15  -0.550
H -1.09 3.83 0.27  -0.015
H -0.63 5.54 0.45  0.266
H -0.38 2.21 2.14  0.095
H -1.83 2.94 2.52  0.404
H -0.47 3.09 3.69  0.006
H 1.81 4.52 -1.91  -0.136
H 0.66 5.54 -1.55  0.397
C 6.71 -0.21 5.48  -1.682
C 5.53 0.28 4.80  0.911
C 4.90 -0.86 3.89  -0.431
O 5.69 -1.20 2.76  -0.562
C 5.73 -0.31 1.70  -0.771
N 4.61 0.63 5.87  -0.486
H 7.52 -0.39 4.78  0.379
H 6.59 -1.17 5.98  0.276
H 7.08 0.46 6.26  0.409
H 5.70 1.19 4.21  0.477
H 3.88 -0.57 3.66  0.438
H 4.88 -1.85 4.36  0.084
H 5.67 -0.97 0.83  0.306
H 6.73 0.12 1.80  0.307
H 4.94 0.43 1.69  0.274
H 3.77 1.09 5.52  -0.142
H 5.00 1.37 6.44  0.339
C 1.74 -3.90 7.31  -1.601
C 2.61 -3.24 6.23  0.357
C 2.00 -3.18 4.89  0.453
O 2.12 -4.44 4.33  -0.521
C 1.26 -4.80 3.26  -0.456
N 2.81 -1.83 6.54  -0.146
H 0.68 -3.63 7.31  0.235
H 2.09 -3.75 8.33  0.462
H 1.72 -4.97 7.06  0.395
H 3.63 -3.62 6.20  0.336
H 2.53 -2.48 4.24  0.142
H 1.00 -2.81 5.09  -0.293
H 1.69 -5.70 2.83  0.269
H 1.23 -3.94 2.59  0.109
H 0.27 -5.00 3.67  0.284
H 3.71 -1.53 6.17  -0.251
H 2.86 -1.70 7.54  0.215